Below is 2 unconnected molecules or ions with the total composition C11H14NO9P at a distorted geometry, with properties calculated with ωB97M-V/def2-TZVPD.

Element x y z (Å)
C 2.16672 -1.54264 2.73616
C 1.08836 -0.38628 2.20878
C 1.52777 0.82318 1.15347
N -0.25408 -0.38579 2.58392
C -0.98158 -1.40035 1.71646
C -2.36189 -1.86281 2.14338
P -3.42100 -1.33746 3.64997
O -3.43946 -2.38559 4.83897
O -5.04678 -1.02111 3.01407
O -2.84446 0.24800 4.20131
C -2.68263 -2.94756 0.94065
O -3.50645 -3.99292 1.10118
O -1.86975 -2.55942 -0.24226
C -0.56872 -2.14555 0.31620
O 0.60484 -2.37032 -0.28043
H 1.98611 -1.83283 3.86851
H 3.27300 -1.14062 2.66000
H 2.11660 -2.50248 2.02992
H 0.58468 1.51791 0.92394
H 2.32063 1.47630 1.71706
H 1.91460 0.34960 0.14971
H -4.84938 -0.61085 2.10874
H -3.34903 0.94268 3.65171
C 0.75850 1.90509 -5.20129
C 1.50146 2.30423 -3.94279
C 2.09785 1.14475 -3.20423
O 2.16821 1.63665 -1.87781
C 1.16151 2.55420 -1.75655
O 0.79454 3.04029 -0.70034
O 0.61884 2.85105 -2.97691
H 0.33947 2.79115 -5.69000
H 1.42248 1.39868 -5.90841
H -0.08588 1.24577 -4.97303
H 2.25721 3.06348 -4.17668
H 3.09236 0.88149 -3.57487
H 1.46537 0.25008 -3.20850

Force components x, y, z for each atom (eV/Å):
C 0.3 0.5 -0.2
C -1.2 0.3 -0.6
C -0.7 -0.2 1.5
N 2.2 -4.2 -5.3
C -2.3 0.9 4.3
C 3.3 -0.1 -4.0
P -0.9 -1.6 3.5
O 0.1 4.2 -4.7
O 4.3 0.4 -0.7
O -2.3 -2.0 -2.8
C -4.2 -2.9 3.6
O 5.7 7.0 -2.2
O 1.9 -1.2 2.8
C 3.4 -0.7 -2.2
O -8.0 1.8 4.1
H 0.0 0.6 -2.5
H -2.3 -0.6 0.0
H -0.2 2.2 1.5
H 2.2 -1.9 0.7
H -1.2 -1.2 -1.4
H -0.5 0.8 2.2
H -0.7 -0.8 1.5
H 1.1 -1.4 1.2
C -0.4 0.3 -0.1
C -0.1 -0.4 -1.4
C 0.6 -0.6 -0.5
O -0.6 0.7 0.5
C -0.9 1.1 1.8
O 0.8 -1.0 -2.4
O 0.3 -0.1 1.4
H 0.2 -0.1 0.0
H 0.0 0.1 0.1
H 0.2 0.0 0.1
H 0.0 -0.1 0.1
H -0.1 0.1 0.2
H 0.0 0.1 -0.1

- SMILES string = CC(C)=NC1=C(P(=O)(O)O)C(=O)OC1=O.C[C@@H]1COC(=O)O1
- gap between HOMO and LUMO (eV) = 6.9587
- net charge = 0
- lowest unoccupied orbital energy (eV) = -1.75

***

Below is 10 unconnected molecules or ions with the total composition C30H70N10O10 at a distorted geometry, with properties calculated with ωB97M-V/def2-TZVPD.

Element x y z (Å)
C -0.61967 -5.48641 5.02401
N -0.49121 -4.13443 4.57615
C 0.68352 -3.80570 3.80765
C -1.63903 -3.38517 4.39744
O -1.72751 -2.34340 3.73771
H -1.63072 -5.59213 5.49172
H 0.20311 -5.69259 5.73597
H -0.56607 -6.18216 4.21614
H 0.40115 -2.98697 3.15071
H 1.46942 -3.45307 4.46064
H 0.94083 -4.66098 3.20473
H -2.49355 -3.82206 4.96151
C 2.66491 1.98099 -4.19657
N 4.02656 1.69592 -3.83975
C 4.32262 0.82809 -2.73153
C 5.01677 2.23221 -4.52435
O 6.23646 2.13537 -4.34035
H 2.63921 2.95231 -4.72697
H 2.09320 2.06839 -3.28542
H 2.19008 1.24643 -4.88029
H 5.38321 0.94356 -2.52022
H 3.70086 1.16160 -1.89905
H 4.16969 -0.26526 -2.87037
H 4.52613 2.83369 -5.32320
C -1.39260 4.07170 1.70099
N -0.52362 5.16464 1.48218
C 0.54671 5.04667 0.51286
C -0.54943 6.26155 2.34582
O 0.22245 7.19911 2.31015
H -1.91247 3.92249 0.74700
H -2.08888 4.28614 2.50416
H -0.91381 3.10280 2.05140
H 1.03133 6.01426 0.55479
H 1.20360 4.29385 0.92323
H 0.20087 4.82657 -0.49347
H -1.40353 6.09650 3.04930
C -0.53363 -0.44154 -4.51365
N -1.33019 -0.50039 -5.69776
C -1.08737 0.44479 -6.73351
C -2.43409 -1.25815 -5.74044
O -2.83783 -1.99530 -4.85444
H -0.76144 -1.25549 -3.82863
H -0.63228 0.45794 -3.89848
H 0.51118 -0.59169 -4.77182
H -1.30616 1.46395 -6.39662
H -0.03224 0.41905 -7.06150
H -1.69950 0.24603 -7.61659
H -2.99955 -1.17186 -6.72362
C 2.71547 3.39960 3.78420
N 2.90597 2.84933 2.47877
C 3.90104 3.45305 1.61340
C 2.14483 1.81377 1.98424
O 2.24759 1.38064 0.84163
H 2.44325 4.45280 3.64454
H 3.59947 3.32690 4.43650
H 1.94490 2.80734 4.23042
H 4.79438 2.82057 1.46448
H 3.44284 3.74362 0.67281
H 4.27057 4.37326 2.08586
H 1.42535 1.43484 2.75399
C -2.10424 -5.21194 -0.97159
N -0.81030 -4.66930 -1.31045
C -0.67525 -4.14463 -2.66121
C 0.22586 -4.72177 -0.45608
O 0.16169 -5.28115 0.60439
H -2.26301 -6.18916 -1.43347
H -2.94066 -4.57675 -1.34604
H -2.29194 -5.18133 0.10620
H 0.34690 -3.80465 -2.75053
H -0.80875 -4.95773 -3.40427
H -1.37207 -3.32481 -2.80679
H 1.12218 -4.26222 -0.89560
C 3.41380 -2.27319 1.97743
N 3.74284 -2.18282 3.37240
C 4.70064 -3.05101 3.89660
C 3.13155 -1.27668 4.16875
O 3.31060 -1.07333 5.33686
H 3.19303 -3.31394 1.74735
H 4.27938 -1.92647 1.42779
H 2.59443 -1.62516 1.75315
H 5.69524 -2.87401 3.45637
H 4.74611 -2.83197 4.94971
H 4.44518 -4.12414 3.82910
H 2.37709 -0.78110 3.54929
C -0.47377 0.55503 -0.53273
N 0.23957 -0.69456 -0.27987
C -0.30457 -1.60295 0.69897
C 1.41871 -0.99036 -0.86777
O 2.04744 -2.04134 -0.78138
H -0.65625 1.07869 0.40496
H -1.42263 0.36758 -1.03659
H 0.21684 1.16694 -1.14092
H -1.29237 -1.89959 0.34613
H 0.30313 -2.48585 0.90015
H -0.36419 -1.09932 1.66543
H 1.69019 -0.13176 -1.54244
C -3.79185 1.86841 -1.58706
N -2.97778 1.93084 -2.75125
C -3.61449 1.59591 -4.01555
C -1.88271 2.70183 -2.73762
O -1.45376 3.36618 -1.78272
H -3.37796 2.40434 -0.73384
H -3.90217 0.78576 -1.42041
H -4.80238 2.32157 -1.71912
H -4.46623 2.24204 -4.18998
H -2.84063 1.74446 -4.76491
H -3.98339 0.59112 -4.01780
H -1.42846 2.71677 -3.73753
C -3.72585 1.68821 2.22734
N -4.63168 0.60455 2.19601
C -4.08814 -0.70245 2.19894
C -5.94343 0.81295 2.10364
O -6.46474 1.91139 2.01085
H -2.95425 1.60252 1.49787
H -3.20831 1.72342 3.17539
H -4.27209 2.62106 1.95281
H -3.48256 -0.82669 3.08338
H -4.97544 -1.37277 2.15048
H -3.51777 -0.98951 1.27458
H -6.44951 -0.13272 2.14474

Force components x, y, z for each atom (eV/Å):
C -0.4 0.2 1.6
N -1.7 1.2 -0.7
C -0.5 0.6 -0.1
C 0.8 0.4 -0.3
O 0.2 -1.3 0.9
H 1.0 -0.1 -0.1
H -0.6 -0.2 -0.1
H 0.1 -0.5 -0.7
H 0.1 0.0 -0.1
H 0.4 -0.2 0.1
H 0.5 -0.2 -0.2
H 0.2 0.3 -0.3
C -0.2 0.4 -0.8
N -0.4 -1.4 0.6
C 0.0 -0.5 0.7
C 1.9 1.1 -1.1
O -1.9 0.0 -0.2
H -0.1 -0.4 0.3
H -0.4 0.0 0.2
H 0.3 0.1 0.5
H -0.1 0.1 0.2
H 0.2 -0.2 0.3
H -0.3 0.7 -0.4
H 0.9 0.2 -0.2
C -0.4 -1.4 -0.1
N 0.5 1.9 1.1
C -0.2 0.5 0.8
C 0.0 -1.4 -0.9
O -0.6 -0.4 0.2
H -0.2 -0.6 0.4
H -0.3 0.3 -0.1
H 0.0 1.0 -0.7
H 0.4 0.1 -0.3
H 0.6 -0.4 -0.5
H -0.1 -0.2 0.1
H 0.5 0.6 0.0
C 0.8 -0.5 0.9
N -0.4 0.0 0.1
C 0.8 0.7 -0.8
C -1.4 -0.9 -0.3
O 0.3 0.4 -0.3
H -0.4 -0.2 -0.3
H -0.1 0.3 -0.4
H 0.2 0.3 -0.1
H 0.1 0.0 -0.1
H -0.4 0.0 0.2
H 0.0 -0.1 0.2
H 0.6 0.0 0.8
C 0.3 0.3 0.0
N 0.0 -1.4 -1.2
C 0.5 0.4 0.3
C 0.7 0.9 0.2
O -0.2 0.1 0.8
H -0.2 -0.1 0.5
H -0.1 0.0 -0.4
H -0.7 0.1 0.6
H -0.6 0.0 -0.1
H 0.2 -0.2 -0.3
H -0.2 -0.2 0.0
H 0.2 0.0 -0.5
C -1.2 0.7 0.1
N -0.9 0.4 -0.7
C 0.4 -0.7 0.4
C -0.1 -0.2 -1.4
O 0.3 -0.3 1.7
H 0.1 -0.2 0.4
H 0.8 -0.1 -0.2
H 0.5 -0.6 -0.1
H 0.3 0.3 -0.2
H -0.2 0.5 0.3
H -0.1 0.0 -0.3
H 0.2 0.1 0.3
C 0.7 -0.3 0.3
N -1.0 0.7 0.2
C 1.4 -1.0 0.8
C -0.4 -0.5 -1.5
O 0.3 0.2 1.1
H -0.2 0.1 -0.4
H 0.1 -0.1 -0.6
H -0.6 0.2 -0.3
H -0.2 -0.2 0.1
H 0.3 0.0 0.5
H 0.0 0.4 -0.4
H -0.4 0.6 0.2
C 1.2 -0.4 -0.1
N 0.5 -0.6 0.1
C -0.4 0.2 0.4
C -0.3 0.5 -0.9
O -0.3 0.9 0.1
H 0.0 0.1 0.0
H 0.0 0.0 -0.1
H -0.7 0.0 0.2
H -0.2 -0.2 0.4
H 0.1 0.1 -0.6
H -0.4 0.1 0.0
H 0.4 -0.7 0.3
C -1.4 -0.6 0.7
N -0.1 0.8 -0.2
C 0.7 0.4 0.4
C 0.5 1.4 0.7
O -0.4 -1.2 -1.2
H 0.4 -0.3 -0.2
H -0.4 0.4 0.7
H 0.6 -0.4 -0.3
H -0.1 0.4 -0.2
H -0.3 -0.2 -0.4
H 0.0 -0.8 0.0
H 0.4 0.2 0.0
C -0.3 1.6 -0.3
N 0.4 0.2 -0.6
C -0.7 -1.5 -0.9
C -0.1 1.3 -0.1
O -0.3 -0.4 0.0
H 0.7 -0.5 -0.9
H 0.0 0.4 0.5
H 0.4 -0.6 0.7
H 0.2 -0.6 0.1
H 0.8 0.0 0.6
H -0.1 0.7 0.7
H -1.0 -0.6 -0.1

- ΔE to the lowest compared entry with this formula, charge and spin (kJ/mol) = 662.7
- SMILES string = CN(C)C=O.CN(C)C=O.CN(C)C=O.CN(C)C=O.CN(C)C=O.CN(C)C=O.CN(C)C=O.CN(C)C=O.CN(C)C=O.CN(C)C=O
- gap between HOMO and LUMO (eV) = 9.3220
- net charge = 0
- lowest unoccupied orbital energy (eV) = 0.15

***

Below is 3 unconnected molecules or ions with the total composition C3H12N2O2 at a distorted geometry, with properties calculated with ωB97M-V/def2-TZVPD.

Element x y z (Å)
C -2.85620 -0.79614 -0.63399
C -1.65179 -0.09615 -1.22137
N -0.46370 -0.03732 -0.31631
C 0.64877 0.45565 -0.89484
N 0.73576 1.62866 -1.38694
H -3.34416 -0.41779 0.29861
H -2.31690 -1.63771 -0.16714
H -3.64473 -0.91050 -1.39379
H -1.38511 -0.53795 -2.09664
H -1.80963 1.01008 -1.30538
H -0.35272 -0.78597 0.34888
H 1.56720 -0.20450 -0.83456
H 1.67869 1.77213 -1.84687
H 1.79528 1.90515 2.17206
H 1.48055 2.61048 0.87821
O 1.76314 2.85051 1.80412
H 2.70095 -2.97293 1.95916
H 2.88736 -1.57865 2.05512
O 2.56723 -2.25705 2.58168

Force components x, y, z for each atom (eV/Å):
C 0.5 0.0 1.6
C -0.8 4.2 3.7
N -2.1 -0.6 0.4
C 3.2 -1.8 0.5
N 0.9 2.0 -1.4
H 0.5 0.7 -0.9
H -1.1 -1.2 -0.8
H 0.5 -0.8 0.4
H 0.8 -1.3 -2.9
H -0.4 -1.0 -0.9
H 0.2 -0.3 -0.4
H -0.8 0.4 0.1
H -1.4 -0.4 0.8
H 0.0 2.1 -0.5
H 0.2 0.6 0.8
O -0.3 -2.7 -0.6
H -0.2 -0.8 0.1
H 0.9 2.8 -1.3
O -0.7 -2.1 1.2

- ΔE to the lowest compared entry with this formula, charge and spin (kJ/mol) = 188.0
- gap between HOMO and LUMO (alpha / beta) (eV) = 2.0418 / 8.0201
- multiplicity = 2
- net charge = -1
- lowest unoccupied orbital energy (alpha / beta) (eV) = 3.34 / 3.25

***

Below is C7H6O2 in the gas phase at a distorted geometry, with properties calculated with ωB97M-V/def2-TZVPD.

Element x y z (Å)
C 1.54271 -2.08218 -0.17894
C 0.39139 -1.04325 -0.22704
O -0.85459 -1.59654 -0.14927
C -1.69349 -0.51516 -0.00894
C -0.97555 0.67249 0.02662
C -1.09320 2.02510 0.30648
C 0.14116 2.46044 0.18416
O 1.13449 1.48657 -0.11215
C 0.35461 0.31100 -0.13174
H 1.44752 -2.50338 0.82504
H 1.24993 -3.10458 -0.78953
H 2.48700 -1.52987 -0.23862
H -2.64445 -0.71931 0.05931
H -1.95333 2.67540 0.36909
H 0.46582 3.46328 0.06551

Force components x, y, z for each atom (eV/Å):
C -2.7 -1.1 -0.1
C 2.9 -2.2 -0.2
O 0.3 2.4 -0.1
C 4.4 1.8 -0.1
C -2.9 -4.5 0.3
C -0.8 1.6 -0.4
C 2.2 0.4 -0.8
O -1.4 -0.5 0.5
C 0.5 0.5 -0.2
H 0.4 0.2 0.3
H 1.3 3.0 0.7
H 0.0 -0.8 -0.6
H -4.8 -1.1 0.4
H 0.0 -0.2 0.2
H 0.6 0.6 0.3

- ΔE to the lowest compared entry with this formula, charge and spin (kJ/mol) = 206.2
- SMILES string = Cc1occ2ccoc12
- gap between HOMO and LUMO (eV) = 8.7024
- net charge = 0
- lowest unoccupied orbital energy (eV) = 0.94